A 5-piece molecular cluster, C23H32FNO15S overall in a non-equilibrium geometry, computed with wB97M-V/def2-TZVPD.

Computed properties:
SMILES: Cc1ccc(CN(CCCO)S(=O)(=O)F)cc1.O=C1OCCO1.O=C1OCCO1.O=C1OCCO1.O=C1OCCO1
F_max in hartree/bohr: 0.063
E_HOMO in Eh: -0.339
Molar mass in g/mol: 613.6
Frontier orbital gap in eV: 9.5

Positions of all 73 atoms, in Å:
C  4.4307  -0.9024  -0.1658
C  3.0375  -0.3047  -0.1795
C  2.3222  -0.0745  0.9717
C  1.0451  0.4486  0.9094
C  0.5107  0.7425  -0.3243
C  -0.9154  1.2739  -0.3859
N  -1.8279  0.1104  -0.5061
C  -1.9321  -0.4172  -1.8889
C  -1.2119  -1.7792  -2.1235
C  -0.7711  -2.5219  -0.8805
O  -1.8567  -3.3043  -0.3718
S  -3.2870  0.3437  0.2040
O  -3.2604  1.2902  1.2644
O  -3.7613  -0.9311  0.6154
F  -4.3286  0.8483  -0.8758
C  1.2319  0.5372  -1.4838
C  2.5001  0.0150  -1.4109
H  4.6594  -1.3883  0.7774
H  4.4379  -1.6958  -0.9172
H  5.1663  -0.1539  -0.4478
H  2.7289  -0.3254  1.9447
H  0.4581  0.6132  1.8048
H  -1.0100  1.9809  -1.2156
H  -1.0787  1.8326  0.5314
H  -1.4637  0.3139  -2.5488
H  -2.9611  -0.4900  -2.2332
H  -0.3749  -1.6183  -2.8003
H  -1.9228  -2.4335  -2.6331
H  0.0692  -3.1693  -1.1614
H  -0.4024  -1.8697  -0.0846
H  -1.4786  -3.8260  0.3430
H  0.7622  0.7958  -2.4256
H  3.0846  -0.1501  -2.3048
C  -5.3730  -4.5774  0.6726
C  -5.4917  -3.3568  1.5529
O  -5.8305  -3.9256  2.8253
C  -5.3904  -5.2066  2.8392
O  -5.3642  -5.9016  3.8020
O  -4.9779  -5.5900  1.6032
H  -4.6288  -4.4604  -0.1121
H  -6.3254  -4.8665  0.2222
H  -4.5512  -2.8186  1.6434
H  -6.2637  -2.6665  1.2220
C  -7.6571  2.1853  1.1807
C  -6.7978  3.1347  0.3790
O  -7.7683  3.9721  -0.2545
C  -8.9021  3.9363  0.4919
O  -9.8371  4.6483  0.3314
O  -8.8191  2.9749  1.4473
H  -7.1867  1.8649  2.1070
H  -7.9528  1.3036  0.6084
H  -6.1573  3.7531  1.0106
H  -6.1838  2.6277  -0.3603
C  6.6387  2.8204  -2.9744
C  5.9105  1.8592  -3.8860
O  4.6882  1.6329  -3.1796
C  4.4705  2.6976  -2.3622
O  3.4658  2.8941  -1.7627
O  5.5628  3.5013  -2.3227
H  7.2684  3.5239  -3.5134
H  7.2398  2.3080  -2.2207
H  5.6794  2.2979  -4.8586
H  6.4471  0.9255  -4.0355
C  6.7220  0.2396  3.6492
C  7.4922  1.3708  3.0066
O  8.0316  0.7489  1.8369
C  7.2470  -0.3139  1.5269
O  7.3251  -0.9366  0.5190
O  6.3610  -0.5641  2.5227
H  5.8357  0.5762  4.1814
H  7.3382  -0.3571  4.3242
H  6.8467  2.1963  2.7011
H  8.2879  1.7570  3.6386

Atom charges from the Löwdin analysis, given in e for atoms 1 to 2: -0.034, -0.261

=====

C23H32N2O4S as an isolated structure in a non-equilibrium geometry, computed with wB97M-V/def2-TZVPD.

Computed properties:
F_max in hartree/bohr: 0.253
E_HOMO in Eh: -0.312
Energy above the lowest of the compared OMol25 structures with the same formula, charge and spin in kcal per mole: 401.1
Molar mass in g/mol: 432.6
Frontier orbital gap in eV: 8.8

Positions of all 62 atoms, in Å:
C  -2.1513  -4.3978  3.5945
C  -1.1124  -3.5863  4.1442
C  -0.1441  -3.1625  3.3662
C  0.0401  -3.1489  1.8394
H  -0.8602  -3.6497  1.3872
H  1.0992  -3.4739  1.5625
H  0.1889  -2.0015  1.2959
C  0.7646  -2.1721  3.9327
C  0.0373  -1.0760  4.6961
C  -0.5783  -0.0787  3.8496
O  -1.7010  -0.0838  3.5916
N  0.2296  0.5452  2.8889
H  1.1435  0.5334  2.9892
N  -0.1290  1.3070  1.9805
C  0.4275  1.4495  0.8156
O  1.7866  1.0070  0.7572
C  -0.0543  2.3512  -0.1493
C  -0.9504  3.2506  -0.0707
S  -1.5738  3.7472  -1.4967
C  -0.3168  2.8507  -2.4697
C  0.1773  2.0525  -1.6830
C  1.4309  1.0443  -2.3001
C  1.6956  1.3518  -3.6511
H  2.4229  0.6564  -4.0871
H  2.0002  2.1817  -3.6942
C  0.3446  1.6150  -4.3884
C  -0.3796  3.0942  -3.8509
H  -1.3559  2.8540  -4.3767
H  0.3258  3.9008  -4.2598
H  -0.2547  0.8534  -4.2188
C  0.5960  1.5991  -6.0200
C  1.6398  2.6896  -6.3802
H  2.7362  2.2779  -5.9202
H  1.5305  3.7935  -5.9417
H  1.8591  2.8067  -7.4286
C  1.0602  0.1060  -6.4986
H  0.0164  -0.4333  -6.2620
H  2.1623  -0.0494  -5.9599
H  1.1897  0.2806  -7.5729
C  -0.5130  2.0828  -6.8700
H  -0.7180  3.2561  -6.4448
H  -0.2456  2.0080  -7.9184
H  -1.4656  1.6371  -6.4815
H  2.1431  1.1992  -1.5324
H  0.7643  0.0386  -2.2873
H  -1.4744  3.5418  1.0157
H  -1.1649  1.5961  2.1582
H  0.8319  -0.4009  5.5557
C  -1.0206  -1.7995  5.6631
C  -0.5663  -1.4200  7.0049
O  0.3053  -0.9379  7.5737
O  -1.6641  -1.9115  7.9383
H  -1.5109  -1.8114  9.0031
C  -0.9909  -3.1525  5.5782
H  -1.8814  -3.5351  6.1136
H  0.0055  -3.7934  5.9760
H  -1.9791  -1.1814  5.4472
H  1.5194  -2.7108  4.6220
H  1.6166  -1.7976  3.2693
H  -2.8969  -3.8560  3.8420
H  -2.3894  -5.2645  4.2084
H  -2.0483  -4.6723  2.5545

Atom charges from the natural (NBO) analysis, given in e for atoms 1 to 2: -0.625, 0.025

=====

One molecule with the formula C23H32N4O5S in a non-equilibrium geometry, computed with wB97M-V/def2-TZVPD.

Computed properties:
SMILES: COc1ccc(N2CCN(S(=O)(=O)c3c(C(=O)N4CCOCC4)c(C)n(C)c3C)CC2)cc1
F_max in hartree/bohr: 0.020
E_HOMO in Eh: -0.268
Energy above the lowest of the compared OMol25 structures with the same formula, charge and spin in kcal per mole: 56.9
Molar mass in g/mol: 476.6
Frontier orbital gap in eV: 7.8

Positions of all 65 atoms, in Å:
C  1.7303  4.5048  -3.5067
O  0.5411  3.8551  -3.1397
C  0.5728  2.4862  -2.9897
C  1.7182  1.7072  -2.9816
C  1.6351  0.3386  -2.7859
C  0.4098  -0.3081  -2.6045
C  -0.7405  0.4957  -2.6319
C  -0.6571  1.8565  -2.8131
H  -1.5522  2.4584  -2.8430
H  -1.7166  0.0528  -2.5284
N  0.3057  -1.6759  -2.4886
C  -0.8279  -2.3057  -1.8409
H  -1.4452  -1.5569  -1.3481
C  -0.3595  -3.3186  -0.7741
N  0.9178  -2.9687  -0.2103
S  0.9611  -2.0702  1.1771
O  -0.0772  -2.5748  2.0320
O  2.3176  -2.1344  1.6504
C  0.5892  -0.3767  0.8368
C  1.4622  0.6502  0.5528
N  0.7288  1.7929  0.4385
C  -0.5936  1.5191  0.6676
C  -0.7125  0.1762  0.9314
C  -1.9463  -0.5889  1.2558
O  -2.5783  -1.1869  0.3969
N  -2.3616  -0.5243  2.5359
C  -1.6329  0.0685  3.6337
H  -0.7659  0.6108  3.2591
C  -1.1848  -1.0321  4.6070
H  -0.7357  -0.5950  5.5005
O  -2.2870  -1.7934  5.0461
C  -2.9212  -2.4133  3.9476
C  -3.4615  -1.3583  2.9781
H  -3.9077  -1.8253  2.0999
H  -4.2010  -0.7288  3.4859
H  -3.7315  -3.0172  4.3588
H  -2.2035  -3.0517  3.4142
H  -0.4593  -1.6793  4.0965
H  -2.3054  0.7631  4.1533
C  -1.6463  2.5665  0.6268
H  -1.4684  3.3333  1.3816
H  -2.6133  2.1080  0.8121
H  -1.6726  3.0482  -0.3501
C  1.2518  3.1060  0.1814
H  0.5925  3.6414  -0.5002
H  2.2353  3.0231  -0.2739
H  1.3368  3.6773  1.1104
C  2.9440  0.6212  0.4542
H  3.2917  -0.3461  0.8077
H  3.2776  0.7763  -0.5719
H  3.3844  1.3959  1.0815
C  2.0067  -2.8170  -1.1524
C  1.4442  -2.5533  -2.5581
H  2.2122  -2.1474  -3.2149
H  1.1017  -3.4979  -2.9948
H  2.6227  -3.7255  -1.1484
H  2.6245  -1.9850  -0.8119
H  -0.2811  -4.3280  -1.1928
H  -1.0720  -3.3394  0.0497
H  -1.4421  -2.8277  -2.5875
H  2.5585  -0.2190  -2.7789
H  2.6933  2.1485  -3.1248
H  2.4852  4.4516  -2.7135
H  2.1477  4.0901  -4.4299
H  1.4611  5.5474  -3.6710

Atom charges from the natural (NBO) analysis, given in e for atoms 1 to 2: -0.248, -0.510

=====

| no. | E_tot (eV) |
| --- | --- |
| 1 | -70124.754 |
| 2 | -46360.974 |
| 3 | -51403.209 |